Entry 1:
78
Properties=species:S:1:pos:R:3 method="wB97M-V/def2-TZVPD" total_charge=+1 s_squared=6.0677 e_above_lowest_kcal_mol=98.59 homo_lumo_gap_ev="7.0 / 2.9" e_homo_ha="-0.378 / -0.379" multiplicity=5
Ru -9.00 -18.80 3.74
Br -14.70 -19.41 7.79
C -13.61 -19.38 6.32
C -14.12 -19.44 5.07
Br -15.94 -19.84 4.82
C -13.38 -19.24 3.78
Br -14.14 -17.78 2.71
C -11.75 -19.16 3.92
O -10.90 -18.36 3.18
C -11.34 -19.08 5.40
O -10.08 -18.73 5.48
C -12.20 -19.19 6.49
Br -11.43 -19.18 8.22
C -8.31 -22.30 2.64
P -9.16 -20.60 2.52
C -10.93 -21.04 2.32
C -11.44 -21.34 1.07
C -12.84 -21.24 0.79
C -13.71 -20.79 1.76
C -13.32 -20.76 3.20
C -11.82 -20.79 3.49
C -8.56 -20.01 0.95
C -9.36 -19.37 -0.01
C -8.89 -19.13 -1.31
C -7.58 -19.47 -1.65
C -6.72 -19.97 -0.64
C -7.21 -20.11 0.67
P -7.86 -23.20 4.23
C -9.49 -23.74 4.83
C -9.84 -23.54 6.16
C -10.88 -24.21 6.74
C -11.66 -25.08 5.97
C -11.35 -25.22 4.60
C -10.30 -24.52 4.00
C -7.27 -24.83 3.68
C -7.58 -25.99 4.39
C -7.19 -27.23 3.87
C -6.55 -27.38 2.64
C -6.16 -26.16 1.98
C -6.41 -24.95 2.57
H -7.42 -22.13 2.02
H -8.97 -22.94 2.01
H -10.75 -21.69 0.32
H -13.24 -21.55 -0.19
H -14.66 -20.35 1.42
H -13.98 -21.42 3.81
H -11.56 -21.42 4.37
H -10.34 -19.01 0.33
H -9.55 -18.64 -2.02
H -7.16 -19.29 -2.61
H -5.66 -20.22 -0.85
H -6.51 -20.26 1.51
H -9.19 -22.84 6.69
H -11.06 -24.10 7.81
H -12.52 -25.61 6.35
H -11.99 -25.86 3.95
H -10.01 -24.72 2.98
H -8.13 -25.93 5.34
H -7.42 -28.15 4.46
H -6.38 -28.37 2.21
H -5.60 -26.17 1.07
H -5.88 -24.06 2.21
O -4.73 -14.75 3.95
S -5.63 -14.85 5.06
O -5.35 -14.12 6.29
N -5.87 -16.52 5.26
C -7.08 -16.89 4.95
O -7.44 -18.14 4.89
C -8.02 -15.80 4.68
C -9.42 -15.76 4.47
C -9.98 -14.57 4.01
C -9.22 -13.41 3.82
C -7.88 -13.37 4.19
C -7.36 -14.57 4.63
H -10.10 -16.60 4.62
H -11.02 -14.62 3.73
H -9.68 -12.51 3.42
H -7.22 -12.54 3.96

Entry 2:
76
Properties=species:S:1:pos:R:3 method="wB97M-V/def2-TZVPD" total_charge=0 s_squared=3.7628 e_above_lowest_kcal_mol=16.86 homo_lumo_gap_ev="7.8 / 8.3" e_homo_ha="-0.276 / -0.294" multiplicity=4
V -0.19 1.49 -0.35
C 0.36 -2.22 -0.79
C -0.86 -2.13 0.19
P -1.84 -0.64 -0.29
C -2.66 -1.40 -1.78
C -3.52 -2.46 -1.59
C -4.09 -3.05 -2.70
C -3.63 -2.75 -4.01
C -2.78 -1.69 -4.21
C -2.19 -1.09 -3.05
C -3.21 -0.64 0.97
C -3.20 -1.39 2.14
C -4.17 -1.25 3.10
C -5.11 -0.26 2.97
C -5.18 0.50 1.77
C -4.20 0.32 0.80
P 1.44 -0.72 -0.61
C 2.49 -1.18 0.82
C 2.25 -0.39 1.92
C 2.96 -0.55 3.09
C 3.92 -1.53 3.19
C 4.22 -2.27 2.02
C 3.54 -2.05 0.84
C 2.55 -0.62 -2.00
C 2.32 -1.17 -3.31
C 3.24 -0.88 -4.34
C 4.36 -0.16 -4.10
C 4.56 0.51 -2.89
C 3.72 0.21 -1.79
H -0.08 -2.25 -1.78
H 0.80 -3.15 -0.53
H -0.59 -1.92 1.21
H -1.48 -3.02 0.09
H -3.74 -2.84 -0.61
H -4.84 -3.82 -2.55
H -4.00 -3.35 -4.84
H -2.37 -1.45 -5.14
H -1.40 -0.36 -3.15
H -2.43 -2.16 2.30
H -4.10 -1.84 4.04
H -5.84 -0.16 3.78
H -5.94 1.11 1.46
H -4.18 0.96 -0.04
H 1.50 0.37 1.87
H 2.89 0.23 3.84
H 4.58 -1.69 4.02
H 4.93 -3.07 2.13
H 3.79 -2.61 -0.04
H 1.46 -1.79 -3.54
H 2.99 -1.29 -5.31
H 5.11 -0.09 -4.91
H 5.41 1.18 -2.72
H 3.90 0.61 -0.79
Cl -3.64 3.20 5.85
C -2.65 2.59 4.52
C -1.92 1.45 4.78
C -1.29 0.85 3.76
Cl -0.60 -0.68 4.08
C -1.13 1.39 2.49
O -0.35 0.87 1.59
C -1.88 2.57 2.27
Cl -1.55 3.33 0.73
C -2.72 3.12 3.26
H -1.96 0.98 5.78
H -3.37 3.93 2.92
Cl 2.53 2.97 1.71
C 2.66 3.20 -0.02
C 1.60 2.73 -0.78
C 1.67 2.96 -2.13
Cl 0.13 2.46 -2.97
C 2.64 3.61 -2.83
Cl 2.51 4.06 -4.55
C 3.76 3.87 -2.07
Cl 5.18 4.53 -2.83
C 3.80 3.74 -0.69
Cl 5.10 4.10 0.31

Entry 3:
93
Properties=species:S:1:pos:R:3 method="wB97M-V/def2-TZVPD" total_charge=-2 s_squared=0.7554 e_above_lowest_kcal_mol=0.00 homo_lumo_gap_ev="6.4 / 5.7" e_homo_ha="-0.111 / -0.112" multiplicity=2
Bi -0.10 -0.80 0.31
C -0.01 4.20 -3.25
C -1.34 3.96 -3.59
C -2.21 3.53 -2.61
C -1.72 3.33 -1.31
N -0.45 3.57 -0.98
C 0.37 3.99 -1.94
N -2.68 2.95 -0.36
C -2.42 2.46 0.78
N -1.20 2.05 1.31
C -1.38 1.79 2.59
N -0.31 1.66 3.42
C 0.98 1.89 2.83
C 1.80 2.81 3.49
C 3.07 3.04 3.01
C 3.48 2.38 1.86
C 2.59 1.51 1.26
N 1.37 1.26 1.72
C -2.82 1.93 2.99
C -3.54 1.82 4.16
C -4.92 2.05 4.10
C -5.55 2.39 2.91
C -4.82 2.53 1.74
C -3.46 2.31 1.81
H 0.71 4.54 -3.99
H -1.69 4.09 -4.61
H -3.25 3.30 -2.80
H 1.40 4.18 -1.63
H 1.43 3.28 4.38
H 3.72 3.74 3.52
H 4.47 2.53 1.44
H 2.88 0.98 0.36
H -3.08 1.55 5.10
H -5.50 1.95 5.01
H -6.63 2.53 2.90
H -5.28 2.79 0.79
O 3.56 -6.76 -0.49
C 2.91 -5.76 -0.29
S 1.22 -5.56 -0.77
C 1.00 -3.93 -0.15
C 2.06 -3.36 0.43
S 2.14 -1.78 1.17
S 3.53 -4.32 0.52
S -0.61 -3.28 -0.32
F -0.73 -1.01 2.23
Sb -0.20 0.56 5.23
F -1.34 1.74 6.21
F -1.77 -0.36 4.74
F 1.13 1.75 5.93
F -0.09 -0.59 6.72
F 1.30 -0.35 4.53
C -2.71 -3.48 3.97
C -3.63 -3.33 2.79
C -4.76 -4.12 2.58
C -5.51 -3.85 1.46
N -5.20 -2.88 0.59
C -4.08 -2.23 0.87
S -3.56 -0.91 -0.18
N -3.29 -2.39 1.92
H -3.02 -4.29 4.63
H -2.67 -2.54 4.52
H -1.70 -3.67 3.60
H -5.04 -4.90 3.27
H -6.41 -4.42 1.23
O 1.58 -1.21 -2.00
S 2.26 0.01 -2.49
C 4.00 -0.19 -2.07
C 4.80 0.94 -1.94
C 6.13 0.77 -1.56
C 6.63 -0.50 -1.31
C 5.80 -1.61 -1.43
C 4.48 -1.46 -1.81
C 2.42 -0.21 -4.26
C 1.93 -1.38 -4.81
C 2.01 -1.55 -6.19
C 2.56 -0.56 -6.99
C 3.03 0.62 -6.41
C 2.96 0.80 -5.04
H 4.39 1.92 -2.10
H 6.77 1.64 -1.45
H 7.66 -0.62 -1.00
H 6.18 -2.60 -1.20
H 3.80 -2.30 -1.87
H 1.47 -2.12 -4.17
H 1.61 -2.45 -6.64
H 2.61 -0.69 -8.06
H 3.45 1.40 -7.04
H 3.31 1.72 -4.59
Se -5.62 0.10 -3.34
Sb -4.26 -1.65 -2.45
Se -1.96 -1.56 -5.48
Se -4.66 -3.98 -2.69
Se -1.77 -1.36 -3.28

Entry 4:
73
Properties=species:S:1:pos:R:3 method="wB97M-V/def2-TZVPD" total_charge=+1 e_above_lowest_kcal_mol=0.00 homo_lumo_gap_ev=7.5 e_homo_ha=-0.412
Sn -1.14 -1.13 -0.47
Cl 4.23 -5.03 2.71
C 3.16 -4.08 1.73
C 3.51 -3.80 0.40
C 2.71 -3.03 -0.40
C 1.51 -2.52 0.11
O 0.79 -1.74 -0.65
C 1.14 -2.82 1.45
C -0.05 -2.33 2.05
O -0.98 -1.65 1.54
C 2.00 -3.60 2.25
H 4.45 -4.19 0.01
H 2.98 -2.78 -1.42
H -0.17 -2.55 3.12
H 1.73 -3.81 3.28
S -5.71 -0.63 -0.09
C -5.07 0.74 0.77
C -5.76 1.78 1.37
C -5.02 2.77 1.98
C -3.62 2.72 1.99
C -2.94 1.69 1.40
C -3.67 0.67 0.79
N -3.17 -0.45 0.15
C -4.12 -1.20 -0.36
C -3.76 -2.41 -1.11
C -4.70 -3.34 -1.54
C -4.27 -4.49 -2.19
C -2.92 -4.71 -2.41
C -1.98 -3.78 -1.98
C -2.40 -2.63 -1.34
H -6.84 1.82 1.35
H -5.53 3.60 2.45
H -3.07 3.52 2.46
H -1.86 1.67 1.39
H -5.75 -3.18 -1.35
H -5.00 -5.21 -2.53
H -2.60 -5.61 -2.91
H -0.93 -3.97 -2.17
O -0.57 0.71 -0.59
Si 0.93 1.40 -0.43
C 1.93 1.07 -1.98
C 3.18 1.68 -2.11
C 3.97 1.48 -3.24
C 3.51 0.67 -4.26
C 2.26 0.07 -4.16
C 1.49 0.27 -3.03
C 0.66 3.22 -0.21
C 0.89 3.88 1.01
C 0.67 5.24 1.14
C 0.22 5.98 0.05
C -0.02 5.35 -1.16
C 0.20 3.99 -1.29
C 1.83 0.70 1.07
C 3.11 0.16 0.98
C 3.77 -0.34 2.09
C 3.16 -0.32 3.34
C 1.87 0.20 3.45
C 1.22 0.69 2.33
H 3.55 2.34 -1.33
H 4.93 1.96 -3.31
H 4.11 0.52 -5.15
H 1.89 -0.54 -4.97
H 0.51 -0.20 -2.98
H 1.27 3.32 1.85
H 0.87 5.73 2.08
H 0.05 7.04 0.15
H -0.37 5.92 -2.01
H 0.03 3.51 -2.25
H 3.61 0.12 0.01
H 4.77 -0.74 1.99
H 3.68 -0.70 4.21
H 1.39 0.23 4.42
H 0.22 1.10 2.46

Entry 5:
74
Properties=species:S:1:pos:R:3 method="wB97M-V/def2-TZVPD" total_charge=0 smiles="CC(C)CC1=C(CC(=O)Cl)C(=O)OC1=O.O=C1c2ccccc2C(=O)c2ccccc21.O=C1c2ccccc2C(=O)c2ccccc21" homo_lumo_gap_ev=8.7 e_homo_ha=-0.362
C 0.42 2.18 -3.56
C 0.12 3.47 -2.71
C -0.87 4.45 -3.40
C 1.45 4.14 -2.21
C 1.98 5.28 -3.07
C 2.60 5.32 -4.26
C 2.99 4.12 -5.14
C 1.89 3.91 -6.23
O 1.71 2.90 -6.77
Cl 0.78 5.28 -6.66
C 2.96 6.76 -4.66
O 3.26 7.17 -5.70
O 2.83 7.46 -3.46
C 1.92 6.78 -2.68
O 1.22 7.22 -1.85
H 1.34 2.27 -4.15
H -0.46 1.90 -4.16
H 0.60 1.37 -2.81
H -0.40 3.10 -1.80
H -1.29 5.15 -2.65
H -1.74 3.85 -3.76
H -0.47 4.96 -4.30
H 2.22 3.33 -2.16
H 1.29 4.53 -1.19
H 3.92 4.31 -5.72
H 3.17 3.22 -4.54
O 1.84 1.75 6.30
C 1.65 1.73 5.10
C 1.26 0.48 4.41
C 1.10 -0.69 5.15
C 0.70 -1.86 4.53
C 0.46 -1.87 3.15
C 0.64 -0.71 2.41
C 1.05 0.46 3.03
C 1.25 1.69 2.22
O 1.11 1.66 1.01
C 1.62 2.95 2.92
C 1.78 4.12 2.17
C 2.09 5.31 2.81
C 2.24 5.34 4.20
C 2.09 4.18 4.94
C 1.79 2.98 4.30
H 1.28 -0.68 6.22
H 0.57 -2.76 5.11
H 0.14 -2.78 2.67
H 0.46 -0.73 1.34
H 1.65 4.10 1.10
H 2.21 6.21 2.23
H 2.47 6.27 4.70
H 2.22 4.20 6.01
O -1.31 -4.33 1.01
C -1.99 -5.32 0.77
C -3.28 -5.53 1.47
C -3.74 -4.58 2.38
C -4.96 -4.76 3.00
C -5.74 -5.88 2.72
C -5.28 -6.83 1.82
C -4.05 -6.67 1.20
C -3.56 -7.71 0.26
O -4.20 -8.72 0.07
C -2.27 -7.48 -0.45
C -1.82 -8.43 -1.36
C -0.64 -8.22 -2.05
C 0.10 -7.05 -1.83
C -0.34 -6.11 -0.92
C -1.53 -6.33 -0.22
H -3.14 -3.71 2.59
H -5.32 -4.01 3.70
H -6.70 -6.00 3.19
H -5.89 -7.71 1.61
H -2.39 -9.34 -1.53
H -0.28 -8.95 -2.76
H 1.02 -6.88 -2.38
H 0.23 -5.21 -0.75

Entry 6:
84
Properties=species:S:1:pos:R:3 method="wB97M-V/def2-TZVPD" total_charge=0 s_squared=3.7697 e_above_lowest_kcal_mol=15.26 homo_lumo_gap_ev="5.7 / 7.1" e_homo_ha="-0.268 / -0.329" multiplicity=4
V 0.39 -0.08 1.50
C -2.11 0.15 5.09
C -1.00 0.18 4.27
N -1.07 -0.32 3.03
C -2.22 -0.86 2.62
C -3.34 -0.83 3.46
N -3.28 -0.33 4.68
C -2.18 -1.46 1.28
C -3.27 -2.09 0.71
C -3.15 -2.72 -0.53
C -1.90 -2.70 -1.12
C -0.85 -2.02 -0.52
N -0.98 -1.39 0.66
C 0.51 -2.01 -1.09
C 0.79 -2.31 -2.42
N 2.03 -2.44 -2.87
C 3.00 -2.29 -1.98
C 2.73 -1.90 -0.67
N 1.49 -1.73 -0.23
C -4.29 -3.40 -1.17
C -4.41 -3.45 -2.56
C -5.51 -4.09 -3.11
N -6.48 -4.66 -2.40
C -6.36 -4.60 -1.08
C -5.30 -3.99 -0.42
H -2.07 0.55 6.10
H -0.06 0.61 4.56
H -4.29 -1.21 3.12
H -4.22 -2.08 1.22
H -1.72 -3.26 -2.03
H -0.01 -2.43 -3.14
H 4.02 -2.44 -2.31
H 3.54 -1.73 0.04
H -3.68 -2.99 -3.21
H -5.62 -4.13 -4.19
H -7.15 -5.08 -0.50
H -5.26 -4.02 0.66
F -1.81 2.17 1.65
C -0.66 2.76 2.08
C 0.52 2.05 2.02
C 1.62 2.70 2.52
F 2.82 2.08 2.53
C 1.59 3.99 3.02
F 2.69 4.60 3.48
C 0.39 4.67 3.04
F 0.32 5.92 3.51
C -0.76 4.05 2.57
F -1.93 4.71 2.60
O 1.82 -0.91 2.54
N 1.74 -1.99 3.24
C 2.89 -2.57 3.45
C 2.94 -3.76 4.22
N 2.99 -4.72 4.84
C 4.06 -2.05 2.83
N 5.00 -1.65 2.30
C 0.79 3.69 -0.90
C -0.32 3.00 -1.66
O -0.51 1.66 -1.20
C -1.51 1.00 -1.95
C -2.91 1.20 -1.39
H 1.16 4.53 -1.49
H 1.62 2.99 -0.74
H 0.47 4.07 0.06
H -0.07 2.97 -2.73
H -1.26 3.56 -1.57
H -1.26 -0.06 -1.94
H -1.46 1.33 -3.00
H -2.94 0.92 -0.34
H -3.63 0.59 -1.94
H -3.23 2.24 -1.47
S 5.51 0.88 -0.34
C 3.81 0.72 -0.05
N 3.02 1.06 -1.00
C 3.74 1.50 -2.09
C 3.18 1.95 -3.30
C 4.03 2.37 -4.30
C 5.42 2.35 -4.13
C 5.98 1.91 -2.95
C 5.13 1.48 -1.93
H 3.46 0.32 0.89
H 2.11 1.96 -3.41
H 3.62 2.72 -5.24
H 6.06 2.68 -4.93
H 7.06 1.89 -2.82

no.,DFT total energy (eV)
1,-363705.1454
2,-186320.4327
3,-415996.6974
4,-84542.1296
5,-68747.4202
6,-108947.7654